DFT (ωB97M-V/def2-TZVPD) results for a cluster of 2 separate species, CH5BO2S in total.

Positions of all 10 atoms, in Å:
B -1.21852 -0.16031 -0.09328
C 1.06000 1.21070 0.11221
O 0.43349 -1.73397 0.10306
O -2.29710 -0.91359 -0.02005
S -0.75988 1.50025 -0.01820
H 1.39521 1.53185 1.11922
H 1.49362 2.05616 -0.48692
H 1.35338 0.23291 -0.28187
H 0.74609 -1.92744 -0.85429
H -2.20629 -1.79657 0.42012

Calculated values
Spin multiplicity   1
Energy relative to the best compared isomer or geometry (same formula, charge and spin)   3.9532 eV
Frontier orbital gap   9.37 eV
Highest occupied orbital energy   -9.22 eV

Charges computed using natural (NBO), reported in e: B 0.935; C -0.704; O -1.085; O -0.913; S 0.036; H 0.232; H 0.216; H 0.291; H 0.437; H 0.556